One molecule with the formula CH4N2OSi in a non-equilibrium geometry, computed with ωB97M-V/def2-TZVPD.

Each line ends with the Mulliken charge.
Cartesian coordinates (Å):
1 C -2.254 0.147 0.284  0.213
2 N -1.228 -0.313 -0.342  -0.117
3 N 0.282 0.450 -0.506  -0.097
4 O -3.410 -0.204 0.257  -0.471
5 Si 1.809 -0.215 -0.218  0.410
6 H -1.963 0.930 1.040  0.264
7 H 1.946 -1.305 0.743  -0.077
8 H 2.396 1.054 0.254  -0.053
9 H 2.422 -0.545 -1.512  -0.073

Values from the calculation:
charge	0
multiplicity	1
SMILES string	O=C/N=N/[SiH3]
orbital gap (alpha / beta)	7.1 / 7.0	eV
highest occupied orbital energy (alpha / beta)	-10.27 / -10.34	eV
E_tot	-14000.272	eV

One molecule with the formula CH4N2P2 in a non-equilibrium geometry, computed with ωB97M-V/def2-TZVPD.

Each line ends with the Mulliken charge.
Cartesian coordinates (Å):
1 C 1.406 -0.259 1.295  -0.158
2 N -2.001 -1.523 -0.268  -0.426
3 N 0.926 0.576 0.524  -0.328
4 P -1.573 -0.434 -1.123  0.260
5 P 0.492 0.623 -1.143  -0.007
6 H 1.665 0.054 2.313  0.220
7 H 1.485 -1.272 1.272  0.268
8 H -2.278 0.417 -1.847  0.096
9 H -0.120 1.819 -1.023  0.076

Values from the calculation:
charge	0
multiplicity	1
SMILES string	C=NP[PH]#N
orbital gap	8.8	eV
highest occupied orbital energy	-9.02	eV
E_tot	-22655.195	eV

One molecule with the formula CH4N2S in a non-equilibrium geometry, computed with ωB97M-V/def2-TZVPD.

Each line ends with the Mulliken charge.
Cartesian coordinates (Å):
1 C -0.843 0.069 0.847  0.063
2 N 0.904 -0.420 -0.979  -0.559
3 N 0.408 0.250 0.158  -0.059
4 S -1.254 0.861 2.190  -0.333
5 H -1.386 -0.907 0.389  0.149
6 H 1.020 0.152 -1.805  0.234
7 H 0.223 -1.173 -1.120  0.246
8 H 0.927 1.168 0.320  0.259

Values from the calculation:
charge	0
multiplicity	1
SMILES string	NNC=S
orbital gap	9.0	eV
highest occupied orbital energy	-8.39	eV
E_tot	-14915.344	eV

One molecule with the formula CH4N2S in a non-equilibrium geometry, computed with ωB97M-V/def2-TZVPD.

Each line ends with the Mulliken charge.
Cartesian coordinates (Å):
1 C -1.111 -0.260 -0.006  -0.097
2 H 1.721 0.090 0.799  0.213
3 H 1.676 -0.339 -0.757  0.202
4 H -0.073 1.471 0.109  0.227
5 H -0.666 -1.254 -0.063  0.343
6 N 1.127 -0.222 0.058  -0.489
7 N -0.006 0.493 -0.144  -0.048
8 S -2.667 0.021 0.004  -0.352

Values from the calculation:
charge	0
multiplicity	1
SMILES string	NNC=S
orbital gap	9.3	eV
highest occupied orbital energy	-8.43	eV
E_tot	-14915.748	eV

CH4N2Si as an isolated structure in a non-equilibrium geometry, computed with ωB97M-V/def2-TZVPD.

Each line ends with the Mulliken charge.
Cartesian coordinates (Å):
1 C 1.603 1.418 0.235  0.014
2 N 1.036 0.286 -0.099  -0.298
3 N 2.438 0.555 -0.621  -0.328
4 Si 2.250 -0.901 0.298  0.233
5 H 1.175 2.246 -0.321  0.193
6 H 1.968 1.688 1.279  0.182
7 H 1.818 -2.621 -2.622  -0.142
8 H 1.224 -2.931 -3.044  0.146

Values from the calculation:
charge	0
multiplicity	1
orbital gap	8.2	eV
highest occupied orbital energy	-8.75	eV
E_tot	-11954.953	eV

CH4N2Si as an isolated structure in a non-equilibrium geometry, computed with ωB97M-V/def2-TZVPD.

Each line ends with the Mulliken charge.
Cartesian coordinates (Å):
1 C 1.365 0.090 0.024  -0.061
2 N 0.425 0.899 0.654  -0.359
3 N 0.427 0.745 -0.789  -0.363
4 Si -1.097 0.274 0.024  0.353
5 H 2.298 0.585 -0.197  0.206
6 H 1.278 -0.933 0.073  0.275
7 H -1.526 -1.180 -0.114  -0.046
8 H -2.295 1.648 -0.193  -0.004

Values from the calculation:
charge	0
multiplicity	1
orbital gap	8.7	eV
highest occupied orbital energy	-8.41	eV
E_tot	-11955.204	eV

An isolated ion of composition CH4N3 and charge +1 in a non-equilibrium geometry, computed with ωB97M-V/def2-TZVPD.

Each line ends with the Mulliken charge.
Cartesian coordinates (Å):
1 C -0.993 -0.563 0.211  0.119
2 N -1.367 0.557 -0.230  -0.320
3 N 0.328 -0.824 -0.043  -0.004
4 N 1.131 0.107 -0.060  -0.083
5 H -1.634 -1.361 0.558  0.384
6 H -0.521 1.126 -0.439  0.271
7 H 0.981 1.019 0.427  0.311
8 H 2.075 -0.060 -0.424  0.323

Values from the calculation:
charge	+1
multiplicity	1
SMILES string	[H]/N=C\N=[NH2+]
orbital gap	8.9	eV
highest occupied orbital energy	-16.84	eV
E_tot	-5561.330	eV

An isolated ion of composition CH4N3 and charge +1 in a non-equilibrium geometry, computed with ωB97M-V/def2-TZVPD.

Each line ends with the Mulliken charge.
Cartesian coordinates (Å):
1 C -0.497 -0.404 -0.176  -0.157
2 N -2.870 0.130 0.037  -0.125
3 N -1.752 -0.076 0.027  0.544
4 N 0.465 0.548 0.106  -0.432
5 H -0.486 -0.745 -1.257  0.300
6 H -0.345 -1.249 0.436  0.352
7 H 0.418 1.505 -0.318  0.270
8 H 0.776 0.467 1.041  0.249

Values from the calculation:
charge	+1
multiplicity	1
SMILES string	N#[N+]CN
orbital gap	9.5	eV
highest occupied orbital energy	-15.96	eV
E_tot	-5562.530	eV

A 2-piece molecular cluster, CH4N3O2 overall in a non-equilibrium geometry, computed with ωB97M-V/def2-TZVPD.

Each line ends with the Mulliken spin population.
Cartesian coordinates (Å):
1 C -2.195 -0.852 -0.205  0.707
2 N 1.478 1.345 -0.383  0.000
3 N -1.809 0.045 0.630  1.076
4 N 1.893 0.263 0.111  -0.004
5 O 3.052 0.073 0.574  0.004
6 O 1.084 -0.658 0.297  0.026
7 H 2.223 1.997 -0.290  0.000
8 H -3.230 -1.254 -0.178  0.092
9 H -1.597 -1.429 -0.923  0.071
10 H -0.900 0.470 0.366  0.029

Values from the calculation:
charge	-1
multiplicity	3
orbital gap (alpha / beta)	6.6 / 5.9	eV
highest occupied orbital energy (alpha / beta)	-2.15 / -4.31	eV
E_tot	-9660.486	eV

One molecule with the formula CH4N3P in a non-equilibrium geometry, computed with ωB97M-V/def2-TZVPD.

Each line ends with the Mulliken charge.
Cartesian coordinates (Å):
1 C 0.847 0.026 -0.724  -0.407
2 N -0.394 0.186 -1.238  -0.096
3 N -1.370 0.394 -0.543  -0.210
4 N -0.985 0.559 0.791  -0.111
5 P 0.483 -0.139 1.254  -0.013
6 H 1.523 -0.905 -1.058  0.240
7 H 1.429 0.902 -1.053  0.279
8 H -1.599 0.552 1.547  0.273
9 H 0.064 -1.575 1.024  0.044

Values from the calculation:
charge	0
multiplicity	1
SMILES string	C1N=NNP1
orbital gap	10.1	eV
highest occupied orbital energy	-9.39	eV
E_tot	-14858.196	eV

One molecule with the formula CH4N4O in a non-equilibrium geometry, computed with ωB97M-V/def2-TZVPD.

Each line ends with the Mulliken charge.
Cartesian coordinates (Å):
1 C 0.092 0.006 0.383  0.493
2 H 1.680 0.085 1.116  0.161
3 H 1.541 0.974 -0.209  0.205
4 H -0.103 -0.027 2.108  0.214
5 H 0.359 -0.127 -1.672  0.294
6 N 1.418 0.246 0.309  -0.401
7 N -0.656 -0.207 1.305  -0.474
8 N -0.339 -0.111 -1.027  0.154
9 N -1.551 -0.369 -1.571  -0.302
10 O -2.442 -0.470 -0.742  -0.343

Values from the calculation:
charge	0
multiplicity	1
SMILES string	[H]/N=C(\N)NN=O
orbital gap	9.8	eV
highest occupied orbital energy	-9.17	eV
E_tot	-9105.613	eV

CH4N5O2 as an isolated structure in a non-equilibrium geometry, computed with ωB97M-V/def2-TZVPD.

Each line ends with the Mulliken charge.
Cartesian coordinates (Å):
1 C -0.044 -0.892 0.053  0.053
2 N 1.294 -0.291 -0.120  0.327
3 N 0.090 -2.140 0.382  -0.156
4 N 2.058 -1.368 0.024  -0.070
5 N 1.416 -2.364 0.360  -0.468
6 N -1.199 -0.049 -0.059  -0.200
7 O 3.472 0.642 -0.047  -0.167
8 O 2.318 1.064 -0.506  -0.018
9 H -1.525 0.064 0.940  0.424
10 H -1.783 -0.387 -0.923  0.457
11 H -0.889 0.862 -0.450  0.362
12 H 3.778 -0.169 -0.546  0.455

Values from the calculation:
charge	+1
multiplicity	1
orbital gap	9.1	eV
highest occupied orbital energy	-15.20	eV
E_tot	-12631.254	eV

One molecule with the formula CH4N6 in a non-equilibrium geometry, computed with ωB97M-V/def2-TZVPD.

Each line ends with the Mulliken charge.
Cartesian coordinates (Å):
1 C 1.597 0.517 0.036  -0.608
2 N -2.444 -0.160 -0.229  -0.145
3 N -1.917 0.993 -0.054  -0.276
4 N -1.773 -1.243 -0.235  -0.051
5 N -0.654 1.192 0.061  -0.082
6 N -0.680 -1.379 0.394  -0.146
7 N 0.237 0.396 0.509  0.219
8 H 1.766 1.544 -0.573  0.303
9 H 2.371 0.582 0.942  0.238
10 H 1.736 -0.294 -0.734  0.266
11 H -0.238 -2.149 -0.117  0.281

Values from the calculation:
charge	0
multiplicity	1
SMILES string	[H]/N=N/N=N\N=N\C
orbital gap	8.6	eV
highest occupied orbital energy	-9.32	eV
E_tot	-10034.991	eV

One molecule with the formula CH4N6O in a non-equilibrium geometry, computed with ωB97M-V/def2-TZVPD.

Each line ends with the Mulliken charge.
Cartesian coordinates (Å):
1 C -0.185 -0.635 0.300  0.464
2 H -0.479 2.581 0.196  0.226
3 H 0.408 2.106 -1.029  0.343
4 H 2.167 0.917 0.895  0.307
5 H -2.156 0.720 -0.032  0.414
6 N -0.421 1.731 -0.274  -0.697
7 N 0.238 0.727 0.444  0.128
8 N 1.615 0.590 0.049  -0.126
9 N 1.865 -0.662 -0.270  -0.320
10 N 0.892 -1.437 -0.132  -0.103
11 N -1.342 -1.053 -0.030  -0.285
12 O -2.345 -0.223 -0.043  -0.350

Values from the calculation:
charge	0
multiplicity	1
SMILES string	Nn1[nH]nn/c1=N/O
orbital gap	8.9	eV
highest occupied orbital energy	-8.75	eV
E_tot	-12083.568	eV

One molecule with the formula CH4N6O in a non-equilibrium geometry, computed with ωB97M-V/def2-TZVPD.

Each line ends with the Mulliken charge.
Cartesian coordinates (Å):
1 C -1.080 -1.930 -0.334  -0.464
2 N 1.787 1.586 -0.392  -0.410
3 N -0.168 1.783 0.946  -0.251
4 N 1.310 0.554 -0.906  -0.046
5 N -0.639 0.810 0.541  0.076
6 N 1.135 2.035 0.771  0.104
7 N 0.471 -0.211 -0.257  0.201
8 O -0.006 -1.246 -1.037  -0.198
9 H -0.892 -2.487 0.668  0.234
10 H -1.347 -2.571 -1.148  0.277
11 H -1.941 -1.240 -0.021  0.226
12 H 1.372 2.919 1.169  0.252

Values from the calculation:
charge	0
multiplicity	1
SMILES string	CON1N=NNN=N1
orbital gap	9.2	eV
highest occupied orbital energy	-8.76	eV
E_tot	-12082.370	eV

A 2-piece molecular cluster, CH4NO overall in a non-equilibrium geometry, computed with ωB97M-V/def2-TZVPD.

Each line ends with the Mulliken charge.
Cartesian coordinates (Å):
1 C 0.655 -0.224 -0.483  -0.418
2 N -0.641 0.849 1.196  0.210
3 O -0.511 0.081 0.316  0.140
4 H 1.447 -0.178 0.164  0.314
5 H 0.684 -1.263 -0.937  0.276
6 H 0.548 0.376 -1.390  0.312
7 H -2.843 1.437 1.478  0.166

Values from the calculation:
charge	+1
multiplicity	1
orbital gap (alpha / beta)	9.3 / 8.0	eV
highest occupied orbital energy (alpha / beta)	-17.61 / -15.92	eV
E_tot	-4623.529	eV

A 2-piece molecular cluster, CH4NO2 overall in a non-equilibrium geometry, computed with ωB97M-V/def2-TZVPD.

Each line ends with the Mulliken charge.
Cartesian coordinates (Å):
1 O -2.930 -0.585 0.074  -0.703
2 H -2.761 -0.806 -0.865  0.319
3 C 0.731 0.554 0.191  -0.716
4 N 1.795 0.791 -0.766  -0.546
5 O 0.816 -0.569 0.705  -0.266
6 H -2.143 -0.074 0.265  0.370
7 H 2.232 -0.139 -0.842  0.238
8 H 2.458 1.489 -0.486  0.304

Values from the calculation:
charge	-1
multiplicity	1
orbital gap	6.3	eV
highest occupied orbital energy	-1.78	eV
E_tot	-6686.320	eV

A 2-piece molecular cluster, CH4NO2 overall, computed with ωB97M-V/def2-TZVPD.

Each line ends with the Mulliken charge.
Cartesian coordinates (Å):
1 O -0.281 -2.537 -0.613  -0.719
2 H 0.493 -2.336 -1.161  0.339
3 C 0.119 1.429 -0.536  -0.954
4 N -0.083 1.423 0.937  -0.549
5 O 1.271 1.260 -0.873  -0.076
6 H -0.447 -1.632 -0.300  0.333
7 H -0.954 1.883 1.162  0.394
8 H -0.117 0.508 1.384  0.233

Values from the calculation:
charge	-1
multiplicity	1
orbital gap	6.0	eV
highest occupied orbital energy	-1.50	eV
E_tot	-6686.115	eV

CH4NO2P as an isolated structure in a non-equilibrium geometry, computed with ωB97M-V/def2-TZVPD.

Each line ends with the Mulliken charge.
Cartesian coordinates (Å):
1 C -1.766 -0.481 0.482  0.010
2 N 1.478 0.728 0.468  -0.764
3 O 0.728 -0.951 -1.714  -0.456
4 O -1.462 0.372 -0.324  -0.334
5 P 0.496 0.427 -1.316  0.509
6 H -0.925 -1.115 0.811  0.223
7 H -2.704 -0.476 1.025  0.285
8 H 2.223 -0.070 0.434  0.262
9 H 1.932 1.564 0.133  0.264

Values from the calculation:
charge	0
multiplicity	1
orbital gap	8.3	eV
highest occupied orbital energy	-8.74	eV
E_tot	-15974.343	eV

A 2-piece molecular cluster, CH4NO2P overall in a non-equilibrium geometry, computed with ωB97M-V/def2-TZVPD.

Each line ends with the Mulliken charge.
Cartesian coordinates (Å):
1 C 0.634 0.168 -0.494  -0.606
2 N -1.682 1.466 -0.833  0.751
3 O -2.180 1.226 0.189  -0.447
4 O -2.078 1.915 -1.823  -0.475
5 P 0.007 -0.409 1.037  -0.006
6 H 0.751 -0.312 -1.470  0.356
7 H 1.318 0.972 -0.304  0.303
8 H -1.267 -0.942 0.725  0.052
9 H -0.447 0.854 1.296  0.070

Values from the calculation:
charge	0
multiplicity	1
orbital gap (alpha / beta)	9.3 / 6.9	eV
highest occupied orbital energy (alpha / beta)	-9.63 / -8.07	eV
E_tot	-15969.449	eV